(1)
C3H7N3Si in the gas phase. Source: OMol25; level of theory: ωB97M-V/def2-TZVPD.

Calculated values
multiplicity	1
E_HOMO (alpha / beta)	-8.71 / -8.53	eV
SMILES	[SiH3]C1=NN=NCC1

Geometry (Å):
Si (-0.181, 0.424, 1.990)
C (-0.744, 0.541, 0.110)
N (-2.166, -0.288, 0.152)
N (-2.055, -1.393, -0.308)
N (-1.413, -1.933, -1.177)
C (-0.595, -1.094, -1.925)
C (0.097, -0.080, -1.009)
H (-1.111, 0.955, 3.033)
H (1.032, 1.195, 1.916)
H (0.381, -1.004, 1.947)
H (-1.308, -0.588, -2.676)
H (0.203, -1.659, -2.499)
H (0.457, 0.780, -1.630)
H (0.955, -0.581, -0.470)

Here are the Mulliken charges for atoms 1 to 4, given in e: 0.392, 0.021, -0.472, 0.310


(2)
A molecular structure, C3H7N3Si. Source: OMol25; level of theory: ωB97M-V/def2-TZVPD.

Calculated values
multiplicity	1
E_HOMO	-8.95	eV

Geometry (Å):
C (2.878, 0.380, 0.593)
C (2.947, -0.074, -0.738)
C (-1.657, 0.846, -0.857)
N (1.772, 0.468, 1.159)
N (1.735, -0.460, -1.097)
N (0.874, -0.308, -0.208)
Si (-0.836, -0.711, -0.115)
H (3.652, 0.829, 1.034)
H (3.696, -0.164, -1.494)
H (-2.681, 1.130, -0.733)
H (-1.008, 1.718, -0.750)
H (-1.548, 0.863, -2.074)
H (-0.753, -1.012, 1.349)
H (-1.113, -2.029, -0.869)

Here are the Mulliken charges for atoms 1 to 4, given in e: -0.081, -0.305, -1.030, -0.471


Most stable of them? (2).


(1)
A molecular structure, CH3NOS2. Source: OMol25; level of theory: ωB97M-V/def2-TZVPD.

Calculated values
multiplicity	1
E_HOMO (alpha / beta)	-8.15 / -8.74	eV

Geometry (Å):
C (-0.802, -0.729, -0.657)
N (-0.863, 0.530, 1.782)
O (1.799, 0.642, 0.170)
S (-0.365, 0.713, 0.420)
S (2.678, 1.510, 1.073)
H (-1.772, -0.581, -0.903)
H (-0.500, -1.710, -0.431)
H (-0.176, -0.375, -1.454)

Here are the Mulliken charges for atoms 1 to 4, given in e: -0.831, -0.333, -0.298, 0.329


(2)
CH3NOS2 in the gas phase. Source: OMol25; level of theory: ωB97M-V/def2-TZVPD.

Calculated values
multiplicity	1
E_HOMO	-9.73	eV
SMILES	C=N[S@@H](=O)=S

Geometry (Å):
C (0.265, -1.241, -0.726)
N (-0.031, -0.780, 0.618)
S (0.070, 0.895, 0.716)
O (0.790, 1.332, 1.876)
S (0.307, 1.835, -0.954)
H (-0.184, -2.233, -0.762)
H (0.159, -0.643, -1.634)
H (-1.375, 0.835, 0.867)

Here are the Mulliken charges for atoms 1 to 4, given in e: -0.212, -0.287, 0.568, -0.491


Most stable of them? (2).


(1)
CH2OS in the gas phase. Source: OMol25; level of theory: ωB97M-V/def2-TZVPD.

Calculated values
multiplicity	1
E_HOMO	-10.13	eV
SMILES	O=CS

Geometry (Å):
O (-1.323, -0.400, -0.060)
C (-0.452, 0.421, 0.003)
S (1.328, -0.082, -0.048)
H (-0.418, 1.480, -0.016)
H (0.865, -1.418, 0.121)

Here are the Mulliken charges for atoms 1 to 4, given in e: -0.418, 0.155, -0.238, 0.321


(2)
CH2OS in the gas phase. Source: OMol25; level of theory: ωB97M-V/def2-TZVPD.

Calculated values
multiplicity	1
E_HOMO	-10.32	eV
SMILES	O=CS

Geometry (Å):
O (-1.382, -0.363, -0.115)
C (-0.412, 0.349, -0.062)
S (1.258, -0.065, -0.110)
H (-0.528, 1.459, 0.081)
H (1.065, -1.381, 0.205)

Here are the Mulliken charges for atoms 1 to 4, given in e: -0.423, 0.159, -0.176, 0.267


Most stable of them? (2).


(1)
C3H5NS2 in the gas phase. Source: OMol25; level of theory: ωB97M-V/def2-TZVPD.

Calculated values
multiplicity	1
E_HOMO	-8.46	eV
SMILES	NC(=S)[C@H]1CS1

Geometry (Å):
N (0.826, 1.428, 0.098)
C (1.070, 0.164, -0.275)
S (2.610, -0.416, -0.477)
C (-0.184, -0.659, -0.511)
C (-1.254, -0.839, 0.584)
S (-1.727, 0.209, -0.817)
H (-0.137, 1.721, 0.116)
H (1.512, 2.179, 0.094)
H (0.061, -1.549, -1.098)
H (-1.097, -0.392, 1.559)
H (-1.680, -1.845, 0.726)

Here are the Mulliken charges for atoms 1 to 4, given in e: -0.336, 0.247, -0.333, -0.244


(2)
A molecular structure, C3H5NS2. Source: OMol25; level of theory: ωB97M-V/def2-TZVPD.

Calculated values
multiplicity	1
E_HOMO	-8.20	eV

Geometry (Å):
C (1.129, 0.983, 0.226)
C (-1.259, -0.248, 0.294)
C (-2.542, -0.546, -0.010)
H (3.552, -1.161, -0.682)
H (1.580, 2.108, 0.282)
H (-0.603, -0.990, 0.818)
H (-3.293, 0.188, -0.603)
H (-2.837, -1.510, -0.142)
N (1.551, -0.165, -0.156)
S (3.266, 0.083, 0.046)
S (-0.543, 1.259, -0.072)

Here are the Mulliken charges for atoms 1 to 4, given in e: 0.142, -0.040, -0.665, 0.170


Most stable of them? (1).


(1)
C4H4S in the gas phase. Source: OMol25; level of theory: ωB97M-V/def2-TZVPD.

Calculated values
multiplicity	1
E_HOMO	-8.61	eV
SMILES	S=CC1C=C1

Geometry (Å):
S (-2.693, 0.525, 0.252)
C (-1.477, -0.587, 0.001)
C (0.202, -0.428, 0.023)
C (0.887, 0.981, 0.357)
C (1.414, 0.190, -0.594)
H (-1.633, -1.659, 0.037)
H (0.302, -1.291, 0.797)
H (0.973, 2.128, 0.493)
H (2.025, 0.142, -1.366)

Here are the Mulliken charges for atoms 1 to 4, given in e: -0.196, -0.268, -0.060, -0.339


(2)
2 unconnected molecules or ions with the total composition C4H4S. Source: OMol25; level of theory: ωB97M-V/def2-TZVPD.

Calculated values
multiplicity	1
E_HOMO	-9.62	eV
SMILES	C#CC#C.S

Geometry (Å):
C (0.829, -0.331, -2.486)
C (0.584, -0.333, -1.282)
C (0.723, -0.990, -0.042)
C (0.565, -1.030, 1.131)
H (0.827, 0.133, -3.413)
H (0.928, -1.154, 2.205)
S (-2.059, 1.590, 1.302)
H (-0.513, 1.794, 1.058)
H (-1.884, 0.321, 1.527)

Here are the Mulliken charges for atoms 1 to 4, given in e: -0.237, -0.306, 0.120, -0.214


(3)
A molecular structure, C4H4S. Source: OMol25; level of theory: ωB97M-V/def2-TZVPD.

Calculated values
multiplicity	1
E_HOMO	-8.34	eV

Geometry (Å):
C (-0.448, 2.415, 0.928)
C (-0.499, 0.412, 0.491)
C (0.501, -1.627, -0.695)
C (-0.385, -0.512, -0.526)
S (-0.705, 0.942, 1.988)
H (0.668, 2.458, 0.945)
H (0.566, -1.815, -1.777)
H (0.965, -2.042, 0.174)
H (-0.662, -0.230, -1.527)

Here are the Mulliken charges for atoms 1 to 4, given in e: -0.460, 0.170, -0.550, -0.025


Most stable of them? (1).


(1)
C2H4BrNO2 in the gas phase. Source: OMol25; level of theory: ωB97M-V/def2-TZVPD.

Calculated values
multiplicity	1
E_HOMO (alpha / beta)	-7.92 / -7.93	eV

Geometry (Å):
C (1.572, 0.127, -2.517)
C (-1.220, -0.488, 1.712)
N (-0.165, 1.393, 0.612)
O (2.098, -0.834, -2.952)
O (-1.202, 0.680, 0.878)
Br (1.215, 0.397, -0.462)
H (1.299, 1.157, -3.081)
H (-0.758, -0.277, 2.620)
H (-0.652, -1.346, 1.255)
H (-2.187, -0.809, 1.935)

Here are the Mulliken charges for atoms 1 to 4, given in e: 0.135, -0.570, -0.241, -0.323


(2)
C2H4BrNO2 in the gas phase. Source: OMol25; level of theory: ωB97M-V/def2-TZVPD.

Calculated values
multiplicity	1
E_HOMO	-10.27	eV
SMILES	N[C@H](Br)C(=O)O

Geometry (Å):
N (0.929, -1.035, 0.463)
C (-0.195, -0.241, 0.521)
Br (-1.924, -1.022, -0.522)
C (0.011, 1.220, -0.016)
O (0.121, 2.115, 0.788)
O (-0.029, 1.356, -1.392)
H (0.701, -1.878, 0.877)
H (1.422, -1.139, -0.408)
H (-0.542, -0.112, 1.633)
H (-0.493, 0.736, -1.944)

Here are the Mulliken charges for atoms 1 to 4, given in e: -0.435, -0.177, -0.267, 0.592


Most stable of them? (2).


(1)
C5H12N4 in the gas phase. Source: OMol25; level of theory: ωB97M-V/def2-TZVPD.

Calculated values
multiplicity	1
E_HOMO	-7.16	eV
SMILES	C=C/C(N)=C(\C)N(N)N

Geometry (Å):
C (2.938, -0.092, 0.273)
C (2.117, 0.344, -0.674)
C (0.695, 0.650, -0.536)
N (0.297, 1.816, -1.192)
C (-0.185, -0.092, 0.173)
C (0.159, -1.379, 0.868)
N (-1.541, 0.357, 0.226)
N (-2.383, -0.146, 1.243)
N (-2.180, 0.333, -1.035)
H (2.615, -0.256, 1.285)
H (3.980, -0.274, 0.069)
H (2.525, 0.561, -1.657)
H (-0.694, 1.847, -1.381)
H (0.862, 2.050, -1.995)
H (-0.612, -2.130, 0.676)
H (1.101, -1.764, 0.489)
H (0.248, -1.255, 1.949)
H (-2.318, -1.159, 1.367)
H (-2.141, 0.306, 2.117)
H (-2.461, -0.616, -1.302)
H (-3.022, 0.898, -0.964)

Here are the Mulliken charges for atoms 1 to 4, given in e: -0.953, -0.380, 0.594, -0.543


(2)
C5H12N4 in the gas phase. Source: OMol25; level of theory: ωB97M-V/def2-TZVPD.

Calculated values
multiplicity	1
E_HOMO (alpha / beta)	-7.03 / -7.03	eV

Geometry (Å):
C (-1.530, 1.557, 0.112)
N (0.936, 1.021, 1.724)
C (0.972, 1.030, 0.389)
C (-0.287, 0.826, -0.381)
H (0.227, 0.385, 2.098)
H (1.810, 1.057, 2.226)
H (1.835, 1.497, -0.067)
H (-0.094, 1.081, -1.424)
H (-2.382, 1.224, -0.483)
H (-1.430, 2.639, 0.005)
H (-1.741, 1.337, 1.159)
C (-0.459, -0.779, -0.349)
N (-0.771, -1.169, 1.048)
C (1.829, -1.486, -1.238)
N (1.215, -0.873, -0.325)
N (-1.157, -1.418, -1.270)
H (-0.383, -2.095, 1.195)
H (-1.780, -1.293, 1.067)
H (-0.994, -1.016, -2.193)
H (1.282, -2.169, -1.898)
H (2.901, -1.356, -1.394)

Here are the Mulliken charges for atoms 1 to 4, given in e: -1.541, -0.392, 0.075, -0.083


Most stable of them? (1).


(1)
2 unconnected molecules or ions with the total composition CH2FNOS. Source: OMol25; level of theory: ωB97M-V/def2-TZVPD.

Calculated values
multiplicity	1
E_HOMO (alpha / beta)	-9.05 / -8.95	eV

Geometry (Å):
C (0.495, 0.870, 0.686)
N (0.135, -1.013, -0.301)
O (0.018, 1.788, 0.180)
F (1.003, 0.866, 2.040)
S (-0.822, -0.665, -1.492)
H (1.154, -0.975, -0.445)
H (-1.983, -0.871, -0.668)

Here are the Mulliken charges for atoms 1 to 4, given in e: 0.408, -0.359, -0.291, -0.239


(2)
2 unconnected molecules or ions with the total composition CH2FNOS. Source: OMol25; level of theory: ωB97M-V/def2-TZVPD.

Calculated values
multiplicity	1
E_HOMO (alpha / beta)	-8.77 / -8.77	eV

Geometry (Å):
C (0.340, -0.224, 0.604)
N (-0.832, 0.212, 0.421)
O (1.397, -0.607, -1.179)
F (1.206, -0.060, 1.521)
S (-1.817, 0.281, -0.820)
H (-1.151, 0.617, 1.269)
H (0.856, -0.218, -1.816)

Here are the Mulliken charges for atoms 1 to 4, given in e: 0.602, -0.205, -0.553, -0.120


Most stable of them? (1).